DFT (wB97M-V/def2-TZVPD) results for a 2-piece molecular cluster, C22H37ClFIN3O3 overall.

The geometry in XYZ format:
```
68
Properties=species:S:1:pos:R:3:forces:R:3:mulliken_charge:R:1
C 1.394 3.731 -3.472 0.22 -0.04 0.45 -1.194
C 1.622 2.234 -3.754 -0.07 0.19 -0.14 -0.594
O 0.543 1.475 -3.278 -0.02 -0.21 0.13 -0.270
C 0.636 1.198 -1.893 0.14 0.02 -0.40 -1.981
C -0.681 0.619 -1.399 -0.68 0.29 0.12 2.032
Cl -1.856 2.002 -1.603 0.23 -0.10 -0.05 -0.272
C -1.259 -0.513 -2.292 0.09 -0.08 0.50 -0.479
O -1.538 -0.439 -3.450 -0.20 0.08 -0.56 -0.598
N -1.441 -1.592 -1.477 0.21 -0.07 0.28 0.001
C -0.535 -1.563 -0.310 -0.28 -0.08 -0.25 0.922
C 0.867 -1.965 -0.796 0.23 -0.17 -0.10 -0.269
C 0.990 -3.414 -1.303 0.25 0.26 0.03 -1.443
C 2.000 -3.512 -2.462 -0.19 -0.20 -0.03 0.592
C 2.547 -4.937 -2.582 -0.21 0.03 0.08 -1.707
C 1.355 -3.082 -3.791 0.05 0.05 0.08 -1.252
C -1.106 -2.600 0.669 -0.07 0.21 0.23 -1.477
C -0.398 -2.981 1.944 0.03 0.02 0.02 0.210
O -0.927 -3.377 2.923 0.14 0.13 -0.06 -0.511
F 0.954 -2.905 1.880 -0.21 -0.01 0.04 -0.248
C -0.703 -0.025 0.057 0.43 -0.08 -0.20 0.668
I 1.013 0.700 1.193 -0.14 0.01 0.12 0.099
C -2.018 0.379 0.769 0.19 -0.21 0.26 -1.953
C -2.472 -0.067 2.179 -0.03 -0.07 0.00 -1.110
C -1.520 0.102 3.358 -0.04 0.22 0.08 0.026
C -2.225 -0.091 4.707 0.05 -0.03 -0.10 -1.195
N -1.623 0.714 5.747 0.15 0.06 0.18 0.284
C -0.339 0.575 6.201 0.06 -0.13 -0.10 -0.357
C -0.104 1.530 7.153 -0.17 0.14 0.05 -0.593
C -1.305 2.288 7.287 0.34 -0.08 0.06 -0.600
C -2.210 1.757 6.409 -0.19 0.11 -0.06 -0.285
H 0.320 3.900 -3.354 0.01 0.04 -0.26 0.474
H 1.814 4.335 -4.282 -0.04 -0.07 -0.08 0.338
H 1.876 4.021 -2.530 -0.02 0.04 -0.08 0.424
H 2.573 1.903 -3.320 -0.03 -0.02 0.00 0.332
H 1.675 2.058 -4.830 -0.09 0.00 0.06 0.447
H 1.463 0.502 -1.742 0.04 0.11 0.22 0.417
H 0.818 2.113 -1.320 0.10 -0.08 0.02 0.526
H -1.653 -2.481 -1.910 0.00 0.06 -0.11 0.470
H 1.150 -1.313 -1.623 -0.15 -0.03 0.01 0.265
H 1.615 -1.814 -0.020 -0.07 0.04 -0.01 0.510
H 0.031 -3.805 -1.656 0.01 -0.08 0.01 0.502
H 1.325 -4.052 -0.482 -0.13 -0.01 -0.01 0.332
H 2.820 -2.821 -2.237 0.10 -0.14 0.04 0.413
H 2.805 -5.358 -1.607 0.10 0.07 -0.07 0.410
H 1.782 -5.586 -3.020 0.06 -0.01 0.01 0.349
H 3.427 -4.974 -3.224 -0.03 -0.01 -0.02 0.427
H 0.296 -3.351 -3.811 0.02 -0.04 -0.04 0.246
H 1.419 -2.006 -3.970 -0.04 -0.01 0.02 0.203
H 1.828 -3.592 -4.632 0.05 0.13 0.01 0.456
H -1.235 -3.543 0.124 0.14 0.05 0.02 0.613
H -2.101 -2.318 0.987 -0.16 0.02 -0.12 0.380
H -2.806 0.080 0.073 -0.09 0.15 0.05 0.489
H -2.007 1.468 0.803 0.00 -0.07 -0.12 0.698
H -3.324 0.586 2.405 0.00 -0.03 -0.19 0.640
H -2.913 -1.065 2.164 0.16 -0.10 0.09 0.339
H -1.113 1.117 3.344 -0.03 -0.04 -0.01 0.385
H -0.668 -0.569 3.312 0.10 -0.08 -0.08 0.279
H -2.174 -1.136 5.019 -0.21 -0.04 -0.12 0.227
H -3.272 0.209 4.625 0.02 -0.08 0.09 0.449
H 0.308 -0.200 5.815 -0.09 0.05 0.02 0.367
H 0.819 1.657 7.694 -0.04 0.03 0.02 0.429
H -1.480 3.114 7.957 -0.01 -0.03 -0.03 0.411
H -3.232 2.043 6.213 0.04 -0.08 -0.04 0.317
N 1.631 6.933 -3.915 -0.05 0.07 0.03 -0.485
H 2.630 6.727 -3.982 0.00 -0.01 0.00 0.382
H 1.160 6.606 -4.763 0.00 -0.01 0.00 0.381
H 1.242 6.431 -3.111 0.00 -0.04 -0.02 0.333
H 1.490 7.940 -3.808 0.00 0.00 0.02 0.383
```
Forces are in eV/Å.

The value obtained for the orbital gap is 0.1889 Ha. The calculation puts the HOMO energy at -9.474 eV. Its total charge is +1. The molar mass is 572.91 g mol⁻¹. The calculated total energy is -57360.7919 eV. As for the lowest unoccupied orbital energy: -4.334 eV.